(1)
The molecule C2H4N2OS2 at a distorted geometry. Source: the OMol25 dataset; level of theory: the ωB97M-V functional and the def2-TZVPD basis.

Summary:
energy relative to the best compared isomer or geometry (same formula, charge and spin): 153.7 kJ/mol
total charge: 0
max |F|: 0.086 Eh/bohr
HOMO level: -8.82 eV

Geometry as XYZ:
```
11
C2H4N2OS2 (the ωB97M-V functional and the def2-TZVPD basis)
C -0.20884 -0.13306 -0.10706
C -1.60027 -0.36196 -0.25603
N 0.74158 -1.00402 -0.43005
N 0.17175 1.13571 0.33697
O 2.91023 -1.15672 0.82265
S 1.83143 1.58071 0.05409
S 2.33740 -0.58656 -0.39498
H -2.12955 0.21952 0.47037
H -1.85384 -1.33963 0.07537
H -1.94732 -0.32249 -1.29896
H -0.25257 1.96850 0.72763
```

Now the Löwdin charges, all in e: -0.534, -0.030, -0.205, -0.345, -0.533, 0.610, 0.669, 0.086, 0.083, 0.115, 0.084

=====

(2)
A cluster of 10 separate species, C41H99N3O10 in total at a distorted geometry. Source: the OMol25 dataset; level of theory: the ωB97M-V functional and the def2-TZVPD basis.

Summary:
energy relative to the best compared isomer or geometry (same formula, charge and spin): 501.1 kJ/mol
total charge: 0
max |F|: 0.073 Eh/bohr
HOMO level: -7.99 eV

Geometry as XYZ:
```
153
C41H99N3O10 (the ωB97M-V functional and the def2-TZVPD basis)
C -0.47544 4.71400 7.42800
C 0.10732 4.86369 5.99047
O -0.59710 4.05420 5.16762
H 0.24463 5.12234 8.13712
H -0.54754 3.66859 7.72807
H -1.42856 5.22105 7.57820
H 1.18199 4.69223 5.92904
H -0.03752 5.84775 5.54469
H -1.48947 3.83273 5.44371
C 2.91549 4.20931 -7.01333
C 2.65572 2.99696 -6.16690
O 1.40590 3.19240 -5.43874
H 3.90095 4.19027 -7.47874
H 2.70951 5.17557 -6.55289
H 2.22779 4.18190 -7.85856
H 3.45011 2.80603 -5.44539
H 2.52427 2.09375 -6.76276
H 1.09341 2.35221 -5.09520
C 0.42091 0.03179 0.59727
C 0.02138 1.04098 -0.54149
O -0.30567 0.23221 -1.67018
H -0.39563 -0.57980 0.98110
H 0.71129 0.55609 1.50770
H 1.26763 -0.59302 0.31304
H 0.79439 1.75042 -0.83686
H -0.85037 1.65029 -0.30297
H -1.09487 -0.23686 -1.38959
C 7.79444 -4.23713 -1.34181
C 6.55382 -4.84027 -0.86684
O 5.59896 -3.88963 -0.44897
H 7.72009 -3.85829 -2.36115
H 8.61948 -4.94134 -1.44905
H 8.18109 -3.51332 -0.62437
H 6.72761 -5.59250 -0.09740
H 6.08035 -5.27177 -1.74872
H 4.95706 -3.80784 -1.15811
C 1.99028 -3.78264 -6.45839
C 1.02112 -3.97258 -5.30362
O -0.29645 -4.05078 -5.72908
H 2.14848 -2.71313 -6.59704
H 1.68947 -4.32075 -7.35731
H 2.98677 -4.16819 -6.24287
H 1.00443 -3.13922 -4.60125
H 1.22593 -4.95486 -4.87785
H -0.76507 -4.04327 -4.89126
C -5.50439 -2.27542 -3.32938
C -4.96869 -2.87953 -2.13747
O -3.77925 -3.51864 -2.53138
H -4.80326 -1.47372 -3.56134
H -6.50119 -1.86476 -3.16858
H -5.66617 -2.95220 -4.16837
H -5.58170 -3.70228 -1.76952
H -4.81042 -2.21038 -1.29173
H -3.75744 -4.30270 -1.97786
C -0.93094 7.78227 -2.55942
C -1.82563 6.55239 -2.41407
O -2.10654 6.04356 -3.67803
H -1.32427 8.42608 -3.34612
H 0.14958 7.64227 -2.59062
H -0.93356 8.31183 -1.60670
H -2.80587 6.70712 -1.96320
H -1.28870 5.84224 -1.78519
H -1.57718 5.25155 -3.79672
C -1.41019 -8.29485 1.72693
C -1.14668 -7.58289 0.40372
C 0.26185 -7.96071 -0.12552
C 0.37616 -9.29426 -0.99784
C -0.69491 -9.20606 -2.08920
C -2.17380 -9.10530 -1.48815
N -2.15072 -7.89542 -0.61834
O -3.52071 -7.47556 -0.19036
C -3.02803 -8.69991 -2.73754
C -2.65922 -10.47227 -0.88818
C -0.99729 -6.01738 0.91202
H -2.24589 -7.76497 2.18402
H -0.66146 -8.53077 2.48313
H -1.71223 -9.34174 1.69705
H 0.79100 -7.19299 -0.69007
H 0.85280 -8.19090 0.76098
H 0.18805 -10.10262 -0.29125
H 1.36013 -9.49726 -1.42056
H -0.63915 -10.15748 -2.61815
H -0.49806 -8.41330 -2.81093
H -2.71532 -7.73458 -3.13559
H -3.05161 -9.37887 -3.58993
H -4.09614 -8.62772 -2.53252
H -3.73619 -10.61504 -0.97691
H -2.17741 -11.35587 -1.30676
H -2.31844 -10.58485 0.14104
H -0.83715 -5.20235 0.20619
H -0.24456 -5.94113 1.69668
H -1.88186 -5.80618 1.51288
H -3.87717 -8.00360 0.52777
C 7.61277 4.96424 1.16649
C 6.73531 4.85831 -0.15438
C 5.36418 4.32011 0.24041
C 4.50524 5.49328 0.72648
C 4.21742 6.47523 -0.42840
C 5.55214 7.14392 -0.78461
N 6.68656 6.11180 -1.00072
O 7.91343 6.79553 -1.10231
C 5.35599 7.77024 -2.16047
C 6.01133 8.24881 0.16019
C 7.30150 3.84757 -1.19726
H 7.54790 4.06915 1.78513
H 7.12247 5.78124 1.69585
H 8.63464 5.15859 0.84077
H 4.78328 3.91121 -0.58631
H 5.53205 3.60851 1.04883
H 4.92360 6.02990 1.57801
H 3.52959 5.12876 1.04796
H 3.52579 7.24690 -0.09036
H 3.95705 5.89967 -1.31669
H 4.88648 7.00404 -2.77740
H 4.80492 8.70994 -2.12331
H 6.28870 7.93326 -2.70046
H 6.52429 7.68053 0.93610
H 6.86206 8.81883 -0.21320
H 5.25449 8.77507 0.74187
H 8.20616 4.18189 -1.70511
H 6.68672 3.68594 -2.08271
H 7.53621 2.89174 -0.72885
H 7.81513 7.22893 -1.95326
C -5.46543 3.73863 3.32503
C -6.06641 2.37554 3.93501
C -6.38595 1.37210 2.77250
C -6.51258 -0.10896 3.11341
C -5.31310 -0.61473 3.93077
C -5.06351 0.26021 5.20953
N -5.04636 1.73012 4.86480
O -4.74113 2.54017 5.99933
C -6.14979 -0.00805 6.21756
C -3.60496 -0.02030 5.81076
C -7.49637 2.60386 4.62563
H -4.61139 3.52814 2.68128
H -5.22821 4.35705 4.19070
H -6.22832 4.31750 2.80445
H -7.24337 1.62451 2.14862
H -5.63085 1.42160 1.98797
H -6.76918 -0.72512 2.25167
H -7.43223 -0.14798 3.69720
H -4.38797 -0.51377 3.36329
H -5.27373 -1.67699 4.17192
H -7.15232 -0.19121 5.83090
H -6.00978 -1.04527 6.52197
H -6.17796 0.69799 7.04751
H -3.18338 -1.01204 5.64693
H -2.75775 0.41982 5.28481
H -3.53806 0.28995 6.85353
H -7.55065 3.13395 5.57651
H -7.90251 1.65166 4.96692
H -8.28568 3.04551 4.01733
H -5.45675 2.28000 6.58396
```

Löwdin atomic charge list, values in e, 99 entries: -0.075, -0.350, -0.078, 0.062, 0.072, 0.071, 0.109, 0.103, 0.086, -0.097, -0.302, -0.102, 0.074, 0.077, 0.072, 0.102, 0.107, 0.069, -0.079, -0.287, -0.104, 0.063, 0.060, 0.070, 0.105, 0.100, 0.071, -0.112, -0.357, -0.071, 0.078, 0.075, 0.083, 0.115, 0.110, 0.079, -0.081, -0.355, -0.077, 0.068, 0.078, 0.066, 0.114, 0.105, 0.081, -0.106, -0.375, -0.077, 0.087, 0.080, 0.088, 0.114, 0.112, 0.076, -0.089, -0.341, -0.074, 0.075, 0.066, 0.062, 0.110, 0.106, 0.084, -0.070, -0.457, -0.125, -0.159, -0.142, -0.444, -0.055, -0.035, -0.054, -0.019, -0.015, 0.073, 0.088, 0.064, 0.109, 0.103, 0.100, 0.105, 0.107, 0.114, 0.079, 0.080, 0.068, 0.077, 0.077, 0.053, 0.072, 0.075, 0.056, 0.075, -0.006, -0.470, -0.142, -0.182, -0.122, -0.504

=====

(3)
The molecule C3H6N2O3 at a distorted geometry. Source: the OMol25 dataset; level of theory: the ωB97M-V functional and the def2-TZVPD basis.

Summary:
energy relative to the best compared isomer or geometry (same formula, charge and spin): 22.1 kJ/mol
total charge: 0
max |F|: 0.030 Eh/bohr
HOMO level: -10.04 eV

Geometry as XYZ:
```
14
C3H6N2O3 (the ωB97M-V functional and the def2-TZVPD basis)
O -0.09055 -1.43880 -1.25052
C -0.05412 -0.64338 -0.32927
N 0.08407 0.71842 -0.51826
C 0.02715 1.39450 -1.76545
O -0.04408 0.65543 -2.88125
O 0.05969 2.59607 -1.79908
C -0.13303 -1.10824 1.12673
N 0.23013 -0.10360 2.07307
H 0.10430 1.32830 0.27382
H -0.08556 -0.27908 -2.59517
H 0.61284 -1.90771 1.13992
H -1.08620 -1.57259 1.38394
H 0.89961 -0.14080 2.81444
H -0.52425 0.50149 2.32708
```

Now the Löwdin charges, all in e: 0.070, -0.406, 0.184, -0.547, 0.140, 0.112, -0.173, -0.002, 0.130, 0.079, 0.132, 0.127, 0.079, 0.074

=====

(4)
A structure of composition C7H10BrN3O4 at a distorted geometry. Source: the OMol25 dataset; level of theory: the ωB97M-V functional and the def2-TZVPD basis.

Summary:
energy relative to the best compared isomer or geometry (same formula, charge and spin): 0.0 kJ/mol
total charge: 0
max |F|: 0.109 Eh/bohr
HOMO level (spin up / spin down): -9.07 / -9.07 eV

Geometry as XYZ:
```
25
C7H10BrN3O4 (the ωB97M-V functional and the def2-TZVPD basis)
C 0.57155 2.06966 1.98057
C -0.08596 0.98889 1.61786
C -1.45742 0.04807 -1.16193
C 1.54098 -0.40089 -0.04604
C -1.31516 0.44599 -2.55804
C -0.28573 -1.39839 1.73420
C -1.46450 1.05917 1.01702
N 1.78397 -1.49152 -0.57286
N 0.50885 -0.23396 1.55617
N 2.63038 -1.94977 -1.57597
O 3.74556 -2.23886 -1.18003
O -1.77660 -1.03095 -0.74141
O 2.17003 -2.00068 -2.66969
O -1.32125 1.15881 -0.42961
Br 2.27721 1.28427 -0.63579
H 1.51490 1.85861 2.55973
H -0.05488 2.93374 2.23822
H -1.36446 -0.29486 -3.35289
H -0.38123 0.88347 -2.61923
H -2.01459 1.26042 -2.83642
H -0.54896 -1.24677 2.71480
H -1.04688 -1.50671 0.95103
H 0.36471 -2.25160 1.47358
H -2.04059 0.16266 1.21910
H -1.94994 1.89120 1.31762
```

Now the Löwdin charges, all in e: 0.051, -0.438, -0.561, -0.502, 0.026, -0.101, -0.072, 0.100, -0.038, -0.449, 0.095, 0.094, 0.120, 0.005, 0.765, 0.102, 0.086, 0.102, 0.048, 0.115, 0.081, 0.059, 0.098, 0.120, 0.094